1.
# C39H40N2O8PRh

A molecular structure, C39H40N2O8PRh (ωB97M-V with the def2-TZVPD basis set, the Open Molecules 2025 dataset).

- Gap between HOMO and LUMO (alpha / beta): 7.958 / 7.957 eV
- Electronic energy: -2673.55382 hartree
- Lowest unoccupied orbital energy (alpha / beta): -1.01 / -1.01 eV
- Energy above the lowest of the compared OMol25 structures with the same formula, charge and spin: 0.00 kJ/mol
- Net charge: 0

```
91
C39H40N2O8PRh (ωB97M-V with the def2-TZVPD basis set)
Rh 2.06 -0.20 -0.39
C -4.16 0.55 1.38
C -3.40 0.19 0.11
C -4.33 -0.06 -1.06
O -2.49 1.22 -0.21
C -1.18 0.72 -0.45
C -1.22 -0.68 0.19
O -2.60 -0.96 0.35
C -0.58 -1.85 -0.58
O 0.78 -1.61 -0.79
C -0.65 -3.13 0.28
C -1.27 -3.23 1.52
C -1.18 -4.40 2.27
C -0.47 -5.48 1.80
C 0.14 -5.41 0.55
C 0.04 -4.25 -0.20
C -1.26 -2.16 -1.92
C -2.53 -2.74 -1.99
C -3.09 -3.06 -3.22
C -2.39 -2.81 -4.40
C -1.12 -2.27 -4.33
C -0.56 -1.96 -3.10
C -0.20 1.76 0.16
O 1.15 1.52 -0.19
C -0.41 3.15 -0.46
C -1.25 3.43 -1.53
C -1.29 4.70 -2.09
C -0.50 5.72 -1.58
C 0.34 5.45 -0.50
C 0.38 4.18 0.05
C -0.36 1.86 1.68
C 0.69 1.51 2.52
C 0.58 1.60 3.90
C -0.59 2.07 4.47
C -1.63 2.48 3.64
C -1.52 2.38 2.26
H -4.66 1.50 1.25
H -3.47 0.62 2.22
H -4.90 -0.22 1.58
H -4.96 0.82 -1.21
H -4.97 -0.92 -0.86
H -3.76 -0.24 -1.96
H -0.99 0.64 -1.53
H -0.74 -0.63 1.18
H -1.86 -2.40 1.90
H -1.67 -4.45 3.24
H -0.40 -6.39 2.38
H 0.69 -6.26 0.16
H 0.53 -4.19 -1.17
H -3.07 -2.96 -1.08
H -4.07 -3.51 -3.26
H -2.83 -3.06 -5.35
H -0.55 -2.11 -5.24
H 0.45 -1.59 -3.03
H -1.89 2.66 -1.94
H -1.96 4.90 -2.92
H -0.54 6.71 -2.01
H 0.96 6.24 -0.09
H 1.04 3.98 0.88
H 1.62 1.20 2.07
H 1.41 1.32 4.53
H -0.69 2.15 5.54
H -2.54 2.89 4.07
H -2.32 2.74 1.63
O 5.49 -0.10 4.35
C 4.56 -1.02 4.52
O 4.46 -1.67 5.53
C 3.58 -1.21 3.41
C 2.54 -2.12 3.46
N 1.86 -2.02 2.31
N 2.40 -1.10 1.51
C 3.45 -0.61 2.15
C 4.22 0.46 1.42
O 5.22 0.94 1.95
O 3.76 0.79 0.27
H 5.41 0.37 3.47
H 2.26 -2.80 4.24
H 1.05 -2.55 1.99
C 3.25 -0.25 -3.52
P 2.29 0.80 -2.39
C 3.24 2.32 -2.20
C 0.84 1.32 -3.34
H 3.42 0.26 -4.47
H 2.71 -1.18 -3.70
H 4.21 -0.48 -3.06
H 3.39 2.80 -3.17
H 4.20 2.10 -1.73
H 2.67 2.97 -1.54
H 1.18 1.72 -4.29
H 0.35 2.12 -2.78
H 0.15 0.51 -3.51
```

=====

2.
# C39H40N5O4PSe2Sn

A molecular structure, C39H40N5O4PSe2Sn (ωB97M-V with the def2-TZVPD basis set, the Open Molecules 2025 dataset).

- Gap between HOMO and LUMO: 7.181 eV
- Electronic energy: -7442.96181 hartree
- Lowest unoccupied orbital energy: -5.79 eV
- Energy above the lowest of the compared OMol25 structures with the same formula, charge and spin: 48.35 kJ/mol
- Net charge: +2

```
92
C39H40N5O4PSe2Sn (ωB97M-V with the def2-TZVPD basis set)
Sn -0.52 -0.57 -0.32
Se 2.03 -0.92 -0.63
P 1.94 -1.04 1.58
Se -0.08 -0.44 2.22
C 2.29 -2.73 2.09
C 3.54 -3.26 1.74
C 3.85 -4.55 2.12
C 2.94 -5.31 2.85
C 1.72 -4.77 3.21
C 1.38 -3.48 2.82
C 3.19 0.02 2.31
C 4.21 0.59 1.56
C 5.19 1.33 2.20
C 5.15 1.50 3.57
C 4.13 0.94 4.32
C 3.15 0.19 3.70
H 4.25 -2.67 1.18
H 4.82 -4.97 1.85
H 3.20 -6.31 3.16
H 1.02 -5.36 3.80
H 0.42 -3.06 3.10
H 4.23 0.47 0.48
H 6.00 1.77 1.61
H 5.92 2.09 4.06
H 4.10 1.07 5.40
H 2.36 -0.27 4.29
C -1.25 5.36 0.21
O -2.52 5.66 -0.35
C -2.89 5.28 -1.59
C -3.99 5.99 -2.10
C -4.51 5.70 -3.34
C -3.94 4.71 -4.14
C -2.86 4.01 -3.65
C -2.33 4.28 -2.39
N -1.25 3.45 -1.92
C -1.41 2.21 -1.46
N -2.68 1.79 -1.34
C -3.22 0.50 -1.21
C -2.53 -0.67 -0.89
C -3.21 -1.89 -0.87
C -4.56 -1.95 -1.16
C -5.25 -0.77 -1.45
C -4.60 0.44 -1.45
O -5.26 1.58 -1.78
C -5.65 2.43 -0.69
N -0.37 1.46 -1.08
C 0.93 2.06 -1.28
C 1.54 2.04 -2.52
C 2.78 2.62 -2.71
C 3.41 3.24 -1.64
C 2.81 3.27 -0.39
C 1.57 2.67 -0.19
O 0.93 2.60 1.00
C 1.50 3.31 2.10
H -1.19 5.96 1.12
H -0.44 5.65 -0.46
H -1.15 4.31 0.48
H -4.40 6.77 -1.48
H -5.36 6.27 -3.70
H -4.34 4.49 -5.12
H -2.40 3.23 -4.25
H -0.30 3.77 -2.04
H -3.36 2.45 -1.70
H -2.68 -2.80 -0.63
H -5.08 -2.89 -1.16
H -6.31 -0.79 -1.68
H -6.73 2.33 -0.52
H -5.43 3.46 -0.96
H -5.12 2.16 0.23
H 1.02 1.55 -3.34
H 3.25 2.60 -3.69
H 4.37 3.71 -1.78
H 3.32 3.75 0.43
H 0.80 3.19 2.92
H 1.61 4.37 1.86
H 2.47 2.90 2.38
N -0.47 -2.90 -0.19
C -0.07 -3.97 0.00
N 0.40 -5.16 0.22
C 1.60 -5.66 -0.50
C 1.19 -6.87 -1.32
O 0.57 -7.84 -0.50
C -0.63 -7.35 0.07
C -0.34 -6.18 0.99
H 2.33 -5.95 0.26
H 2.01 -4.87 -1.11
H 2.07 -7.33 -1.77
H 0.51 -6.56 -2.12
H -1.07 -8.17 0.63
H -1.33 -7.05 -0.72
H 0.30 -6.50 1.81
H -1.26 -5.74 1.38
```

=====

3.
# C39H40N8O4Rb

A molecular structure, C39H40N8O4Rb in a non-equilibrium geometry (ωB97M-V with the def2-TZVPD basis set, the Open Molecules 2025 dataset).

- Gap between HOMO and LUMO: 5.915 eV
- Electronic energy: -2273.16335 hartree
- Lowest unoccupied orbital energy: 2.03 eV
- Energy above the lowest of the compared OMol25 structures with the same formula, charge and spin: 0.00 kJ/mol
- Net charge: -1

```
92
C39H40N8O4Rb (ωB97M-V with the def2-TZVPD basis set)
Rb -0.25 -1.83 1.01
C -5.02 -3.70 1.83
C -5.48 -3.46 3.12
C -4.72 -2.65 3.95
C -3.61 -2.04 3.46
N -3.09 -2.39 2.25
C -3.74 -3.21 1.47
C -2.85 -1.00 4.26
C -3.41 -0.40 5.39
C -2.68 0.60 6.03
C -1.49 1.07 5.51
C -1.08 0.49 4.32
N -1.72 -0.50 3.74
C 0.12 1.04 3.60
C 0.16 2.43 3.50
C 1.20 2.93 2.70
C 2.15 2.08 2.19
C 2.02 0.72 2.37
N 1.02 0.19 3.05
H -5.58 -4.37 1.19
H -6.34 -4.00 3.52
H -5.05 -2.36 4.93
H -3.25 -3.50 0.55
H -4.34 -0.67 5.79
H -3.10 1.16 6.89
H -0.94 1.86 5.93
H -0.63 3.05 3.94
H 1.23 3.97 2.45
H 2.92 2.50 1.58
H 2.74 0.04 1.98
C -3.31 3.47 -3.41
C -3.79 2.16 -2.73
C -5.25 2.37 -2.22
C -3.87 1.04 -3.77
C -2.76 1.82 -1.62
C -3.15 1.76 -0.30
C -2.20 1.36 0.63
N -0.94 1.19 0.31
C -0.57 1.39 -0.96
C -1.45 1.65 -1.96
C 0.90 1.17 -1.29
C 1.60 2.15 -1.95
C 2.94 1.95 -2.24
C 3.52 0.74 -1.83
C 2.73 -0.10 -1.03
N 1.42 0.05 -0.80
C 3.70 3.06 -2.97
C 3.66 4.25 -2.08
C 5.14 2.69 -3.24
C 3.06 3.38 -4.33
H -3.95 3.72 -4.30
H -2.26 3.38 -3.82
H -3.26 4.31 -2.69
H -5.88 2.44 -3.10
H -5.39 3.29 -1.64
H -5.60 1.55 -1.61
H -4.63 1.22 -4.52
H -3.98 0.09 -3.26
H -2.93 0.87 -4.26
H -4.16 1.94 0.04
H -2.52 1.16 1.65
H -1.11 1.70 -2.97
H 1.10 3.09 -2.22
H 4.56 0.44 -1.89
H 3.17 -0.99 -0.58
H 4.14 4.05 -1.08
H 2.63 4.56 -1.96
H 4.13 5.08 -2.60
H 5.69 2.42 -2.33
H 5.59 3.54 -3.76
H 5.19 1.87 -3.96
H 2.11 3.77 -4.20
H 3.02 2.47 -4.92
H 3.63 4.17 -4.83
O 2.75 -2.46 2.73
N 3.32 -3.45 2.26
N 3.11 -3.69 0.98
O 2.46 -2.89 0.19
C 3.75 -4.84 0.46
C 4.36 -5.77 1.35
C 5.09 -6.82 0.77
C 5.21 -6.91 -0.58
C 4.49 -6.13 -1.45
C 3.77 -5.06 -0.93
H 4.24 -5.62 2.38
H 5.64 -7.46 1.43
H 5.90 -7.67 -1.05
H 4.47 -6.26 -2.53
H 3.18 -4.36 -1.52
O -2.08 -3.08 -1.27
N -2.80 -2.22 -1.81
O -2.73 -1.08 -1.33
```

=====

Question: What is the net charge in the third record?
Answer: -1